(1)
Here is a molecular structure, C49H55Cl4N3O5S5SeZr from the OMol25 dataset. Energies are from ωB97M-V/def2-TZVPD.

Results
**Calculated total energy**: -8721.20828 hartree
**Energy relative to the best compared isomer or geometry (same formula, charge and spin)**: 0.879 eV

ORCA input file:
```
! wB97M-V def2-TZVPD RIJCOSX def2/J DEFGRID3
* xyz -2 1
Zr 0.230 -0.259 -1.830
C 3.671 3.664 4.487
C 2.298 3.718 3.813
C 1.232 3.388 4.871
C 2.077 5.149 3.300
C 2.176 2.734 2.656
C 0.973 2.611 1.977
C 0.819 1.701 0.952
Se -0.938 1.654 0.132
C -1.718 0.380 1.361
C -2.435 0.755 2.476
C -2.890 -0.222 3.352
C -2.590 -1.544 3.030
C -1.881 -1.962 1.910
C -1.393 -0.960 1.023
O -0.687 -1.170 -0.039
C -1.562 -3.464 1.808
C -0.459 -3.750 2.844
C -1.061 -3.930 0.435
C -2.799 -4.318 2.141
C -3.660 0.091 4.632
C -3.843 1.595 4.853
C -2.900 -0.477 5.841
C -5.057 -0.545 4.550
C 1.861 0.842 0.511
O 1.670 -0.041 -0.435
C 3.105 0.999 1.181
C 3.211 1.920 2.219
C 4.389 0.208 0.862
C 4.268 -0.787 -0.296
C 4.785 -0.603 2.110
C 5.500 1.208 0.496
H 3.689 4.356 5.332
H 3.884 2.662 4.862
H 4.457 3.958 3.790
H 1.310 4.077 5.716
H 0.229 3.465 4.453
H 1.368 2.368 5.235
H 2.150 5.865 4.124
H 2.829 5.399 2.551
H 1.096 5.250 2.837
H 0.115 3.221 2.235
H -2.621 1.809 2.640
H -2.926 -2.309 3.720
H 0.445 -3.200 2.576
H -0.769 -3.430 3.841
H -0.227 -4.818 2.871
H -0.323 -3.251 0.024
H -0.616 -4.924 0.534
H -1.886 -4.001 -0.276
H -3.085 -4.259 3.192
H -3.652 -4.002 1.539
H -2.592 -5.367 1.917
H -2.881 2.108 4.893
H -4.443 2.036 4.055
H -4.359 1.759 5.801
H -1.883 -0.083 5.862
H -3.400 -0.201 6.773
H -2.841 -1.564 5.796
H -5.586 -0.158 3.678
H -4.986 -1.628 4.451
H -5.641 -0.315 5.446
H 4.171 2.000 2.709
H 3.550 -1.571 -0.060
H 3.943 -0.296 -1.209
H 5.245 -1.245 -0.476
H 3.947 -1.233 2.415
H 5.639 -1.248 1.891
H 5.047 0.043 2.950
H 5.159 1.853 -0.315
H 5.771 1.844 1.340
H 6.396 0.682 0.161
N -2.468 1.826 -2.730
C -1.454 1.994 -3.667
C -1.189 3.279 -4.152
C -0.234 3.417 -5.134
C 0.391 2.284 -5.644
C 0.062 1.058 -5.096
N -0.818 0.915 -4.107
C -2.868 0.642 -2.124
C -4.069 0.607 -1.403
C -4.464 -0.598 -0.857
C -3.704 -1.739 -1.088
C -2.535 -1.609 -1.809
N -2.102 -0.434 -2.278
H -2.898 2.664 -2.381
H -1.696 4.137 -3.730
H 0.027 4.398 -5.513
H 1.135 2.364 -6.423
H 0.510 0.139 -5.452
H -4.654 1.509 -1.279
H -5.361 -0.664 -0.256
H -4.017 -2.698 -0.703
H -1.893 -2.447 -2.046
Cl 4.940 4.624 -1.965
C 4.000 3.245 -2.420
C 4.569 2.228 -3.161
Cl 6.222 2.317 -3.656
C 3.808 1.095 -3.479
Cl 4.490 -0.214 -4.385
C 2.493 0.954 -3.050
O 1.762 -0.107 -3.249
C 1.878 2.048 -2.345
O 0.619 1.892 -2.038
C 2.656 3.156 -2.031
Cl 1.922 4.415 -1.096
C 0.107 -3.726 -7.366
S -1.562 -3.403 -8.014
C -2.562 -3.800 -6.631
C -2.517 -3.137 -5.428
S -1.513 -1.875 -4.964
S -3.733 -3.798 -4.269
C -4.501 -4.945 -5.310
S -5.810 -5.855 -4.863
S -3.761 -5.055 -6.857
H 0.808 -3.315 -8.090
H 0.257 -4.798 -7.253
H 0.202 -3.211 -6.412
C 1.517 -2.818 -2.174
O 0.318 -2.130 -2.304
H 1.399 -3.867 -2.485
H 1.871 -2.825 -1.129
H 2.306 -2.375 -2.798
*
```

Mulliken atomic charge list, values in e, 6 entries: -0.23 -2.26 2.16 -1.73 -1.75 -0.32

(2)
Here is a molecular structure, C49H55ClLaN2O5P2Si2 from the OMol25 dataset. Energies are from ωB97M-V/def2-TZVPD.

Results
**Calculated total energy**: -4139.37597 hartree
**Energy relative to the best compared isomer or geometry (same formula, charge and spin)**: 0.306 eV

ORCA input file:
```
! wB97M-V def2-TZVPD RIJCOSX def2/J DEFGRID3
* xyz -1 1
La 0.291 -0.739 -0.004
C 2.946 2.182 2.423
Si 1.199 2.888 2.217
C 1.439 4.779 2.156
C 0.200 2.620 3.806
N 0.562 2.146 0.811
P -0.939 2.197 0.246
C -1.443 0.955 -0.834
P -0.602 0.993 -2.344
N 0.720 0.053 -2.309
Si 1.841 -0.465 -3.501
C 3.483 -0.678 -2.573
C 2.195 0.682 -4.984
C 1.337 -2.141 -4.222
C -0.094 2.584 -3.090
C 1.213 3.014 -2.866
C 1.681 4.179 -3.453
C 0.839 4.931 -4.260
C -0.475 4.530 -4.454
C -0.943 3.362 -3.870
C -1.804 0.388 -3.590
C -3.105 0.083 -3.207
C -4.015 -0.391 -4.142
C -3.630 -0.569 -5.463
C -2.332 -0.270 -5.852
C -1.426 0.213 -4.920
C -2.170 2.066 1.608
C -2.538 0.802 2.059
C -3.451 0.654 3.090
C -4.017 1.774 3.684
C -3.653 3.039 3.250
C -2.730 3.183 2.224
C -1.375 3.850 -0.412
C -0.424 4.852 -0.536
C -0.778 6.097 -1.041
C -2.086 6.346 -1.425
C -3.041 5.341 -1.320
C -2.684 4.099 -0.824
H 3.409 2.538 3.350
H 2.924 1.090 2.441
H 3.588 2.493 1.595
H 1.805 5.135 3.122
H 2.172 5.065 1.396
H 0.506 5.304 1.936
H 0.815 2.807 4.690
H -0.660 3.291 3.851
H -0.176 1.597 3.858
H 3.935 0.290 -2.340
H 3.334 -1.212 -1.632
H 4.201 -1.247 -3.172
H 1.689 1.644 -4.899
H 3.267 0.880 -5.058
H 1.878 0.217 -5.920
H 1.203 -2.863 -3.415
H 0.386 -2.068 -4.755
H 2.092 -2.524 -4.916
H 1.858 2.403 -2.245
H 2.701 4.502 -3.285
H 1.208 5.833 -4.734
H -1.137 5.127 -5.070
H -1.965 3.044 -4.034
H -3.376 0.218 -2.168
H -5.027 -0.631 -3.839
H -4.338 -0.951 -6.190
H -2.022 -0.420 -6.879
H -0.415 0.467 -5.221
H -2.116 -0.080 1.594
H -3.726 -0.337 3.430
H -4.732 1.658 4.489
H -4.089 3.916 3.714
H -2.439 4.171 1.890
H 0.590 4.647 -0.219
H -0.029 6.874 -1.135
H -2.358 7.320 -1.813
H -4.064 5.531 -1.621
H -3.415 3.302 -0.742
O -1.999 -4.345 -0.899
Cl -1.357 -3.094 -0.688
O -2.133 -2.006 -1.190
O -1.147 -2.865 0.732
O -0.061 -3.071 -1.326
C 0.729 -0.878 2.386
C 0.950 -0.952 3.587
C 1.235 -1.066 4.985
C 0.539 -1.976 5.787
C 0.803 -2.066 7.144
C 1.760 -1.250 7.730
C 2.467 -0.354 6.939
C 2.217 -0.265 5.580
H -0.216 -2.605 5.334
H 0.255 -2.778 7.750
H 1.950 -1.312 8.794
H 3.220 0.284 7.386
H 2.769 0.427 4.960
C -1.057 -8.044 0.168
C -0.070 -6.953 0.457
C 0.821 -6.519 -0.512
C 1.622 -5.406 -0.317
C 2.590 -5.022 -1.405
C 1.552 -4.721 0.911
C 2.210 -3.430 1.123
O 2.420 -2.579 0.267
C 0.728 -5.215 1.947
C 0.636 -4.545 3.290
C -0.072 -6.315 1.691
H -0.728 -8.675 -0.658
H -2.004 -7.578 -0.118
H -1.235 -8.666 1.045
H 0.860 -7.029 -1.469
H 3.418 -5.735 -1.423
H 2.991 -4.024 -1.264
H 2.096 -5.055 -2.376
H 2.503 -3.212 2.160
H 0.174 -3.562 3.185
H 1.619 -4.402 3.743
H 0.033 -5.147 3.969
H -0.755 -6.657 2.461
*
```

Mulliken atomic charge list, values in e, 6 entries: 0.93 -0.94 0.00 -1.28 -0.88 0.66

(3)
Here is a molecular structure, C49H56BrN6S2SiSr from the OMol25 dataset. Energies are from ωB97M-V/def2-TZVPD.

Results
**Calculated total energy**: -5919.83715 hartree
**Energy relative to the best compared isomer or geometry (same formula, charge and spin)**: 2.476 eV

ORCA input file:
```
! wB97M-V def2-TZVPD RIJCOSX def2/J DEFGRID3
* xyz -1 1
Sr -0.789 -0.255 -1.167
C -2.992 -2.693 -1.195
C -2.534 -2.573 0.335
N -1.447 -1.629 0.662
C -1.960 -0.230 0.997
C -2.965 0.071 -0.202
S -2.906 1.448 -1.473
C -3.539 0.170 -2.693
C -2.726 -1.099 -3.187
N -2.127 -2.048 -2.208
H -3.987 -2.247 -1.267
H -3.092 -3.749 -1.446
H -2.202 -3.567 0.626
H -3.431 -2.339 0.923
H -0.854 -1.950 1.435
H -1.174 0.552 1.091
H -2.530 -0.232 1.921
H -4.000 -0.040 0.112
H -2.728 -0.729 -0.878
H -3.792 0.697 -3.613
H -4.471 -0.167 -2.236
H -1.920 -0.744 -3.819
H -3.462 -1.620 -3.806
H -1.502 -2.704 -2.651
Br -0.406 1.796 -4.226
C 0.486 0.507 -5.321
C 0.675 0.874 -6.622
C 1.316 -0.015 -7.509
C 1.723 -1.235 -7.057
C 1.519 -1.621 -5.707
C 1.927 -2.906 -5.274
C 1.718 -3.273 -3.978
C 1.115 -2.368 -3.075
C 0.697 -1.088 -3.384
C 0.895 -0.740 -4.766
H 0.338 1.842 -6.966
H 1.475 0.279 -8.540
H 2.212 -1.936 -7.725
H 2.399 -3.574 -5.988
H 2.021 -4.257 -3.628
H 1.018 -2.724 -2.054
S 3.875 -2.267 1.720
C 4.011 -1.758 0.092
C 2.813 -1.341 -0.411
C 1.684 -1.408 0.485
C 2.147 -1.893 1.683
C 1.383 -2.097 2.913
C 1.990 -2.054 4.182
C 1.234 -2.215 5.320
C -0.138 -2.417 5.204
C -0.663 -2.453 3.928
N 0.057 -2.312 2.815
H 4.962 -1.796 -0.420
H 2.750 -0.961 -1.424
H 3.054 -1.873 4.249
H 1.704 -2.166 6.295
H -0.776 -2.532 6.069
H -1.729 -2.615 3.783
C 0.911 1.832 -0.779
Si 0.878 3.189 0.394
C -0.907 3.797 0.800
N -1.841 2.995 1.601
C -3.170 3.589 1.553
C -4.182 2.751 2.319
C -3.770 2.648 3.784
C -2.337 2.137 3.886
C -1.388 2.919 2.987
C 1.562 4.867 -0.250
C 2.709 5.504 0.229
C 3.185 6.681 -0.338
C 2.521 7.261 -1.409
C 1.383 6.644 -1.914
C 0.922 5.467 -1.342
C 1.864 2.868 1.980
C 2.636 1.711 2.101
C 3.445 1.497 3.213
C 3.490 2.433 4.235
C 2.722 3.590 4.139
C 1.929 3.801 3.021
H 1.857 1.287 -0.742
H 0.763 2.256 -1.776
H -1.359 3.915 -0.194
H -0.843 4.824 1.215
H -3.464 3.701 0.507
H -3.143 4.607 1.991
H -4.214 1.748 1.875
H -5.180 3.184 2.217
H -4.452 1.996 4.337
H -3.834 3.640 4.245
H -2.301 1.080 3.619
H -1.976 2.209 4.915
H -0.399 2.466 3.010
H -1.276 3.943 3.396
H 3.254 5.070 1.060
H 4.082 7.144 0.058
H 2.890 8.178 -1.854
H 0.860 7.075 -2.760
H 0.045 4.993 -1.776
H 2.602 0.957 1.324
H 4.044 0.596 3.262
H 4.121 2.269 5.100
H 2.752 4.330 4.932
H 1.346 4.716 2.955
N 0.972 -7.929 1.044
C 0.554 -6.865 0.257
C 0.619 -5.555 0.721
C 0.172 -4.529 -0.090
N -0.355 -4.715 -1.308
C -0.411 -5.974 -1.741
C 0.022 -7.070 -1.016
H 1.620 -7.689 1.777
H 1.239 -8.761 0.544
H 1.041 -5.316 1.690
H 0.292 -3.501 0.247
H -0.818 -6.121 -2.737
H -0.046 -8.066 -1.437
*
```

Mulliken atomic charge list, values in e, 6 entries: 1.03 -0.90 -1.10 1.53 -0.45 -0.80

(4)
Here is a molecular structure, C49H57N5OSn from the OMol25 dataset. Energies are from ωB97M-V/def2-TZVPD.

Results
**Calculated total energy**: -2464.51687 hartree

ORCA input file:
```
! wB97M-V def2-TZVPD RIJCOSX def2/J DEFGRID3
* xyz -2 1
Sn 0.089 -0.028 -1.679
C -0.039 -6.444 -1.552
C -0.482 -5.808 -0.231
C -0.144 -4.351 -0.177
C 0.995 -3.750 0.329
C 2.158 -4.403 1.007
C 2.048 -4.293 2.530
C 0.799 -2.346 0.193
C 1.724 -1.354 0.576
C 1.684 -0.048 1.048
C 2.931 0.555 1.472
C 4.261 0.237 0.860
C 5.083 -0.747 1.703
C 2.705 1.406 2.525
C 1.304 1.405 2.744
C 0.396 1.566 3.770
C -0.823 1.057 3.290
N -0.651 0.701 1.957
C -1.877 0.577 1.348
C -2.223 0.809 -0.047
C -2.941 -0.151 -0.751
N -2.821 -1.407 -0.291
C -3.009 -2.238 -1.323
C -2.233 -3.396 -1.328
C -0.993 -3.308 -0.647
N -0.389 -2.108 -0.412
C -3.630 -1.514 -2.432
C -3.531 -0.193 -2.101
C -3.978 0.990 -2.907
C -5.501 1.003 -3.103
C -4.159 -2.141 -3.681
C -5.522 -2.790 -3.422
C -2.815 0.591 2.396
C -2.176 0.921 3.601
C -2.762 1.042 4.973
C -2.613 -0.271 5.752
C -4.287 0.411 2.202
C -5.027 1.749 2.157
N 0.692 0.759 1.657
C 3.671 2.244 3.297
C 3.573 3.704 2.853
H -0.339 -7.494 -1.605
H 1.043 -6.387 -1.651
H -0.484 -5.905 -2.386
H -0.010 -6.342 0.601
H -1.566 -5.923 -0.131
H 3.089 -3.924 0.683
H 2.213 -5.457 0.720
H 2.055 -3.247 2.824
H 2.876 -4.808 3.022
H 1.112 -4.727 2.876
H 2.739 -1.736 0.587
H 4.834 1.160 0.739
H 4.105 -0.180 -0.136
H 5.236 -0.349 2.705
H 6.060 -0.925 1.251
H 4.563 -1.698 1.797
H 0.581 1.993 4.736
H -2.094 1.828 -0.400
H -2.449 -4.255 -1.955
H -3.492 0.982 -3.890
H -3.678 1.909 -2.398
H -5.807 0.292 -3.869
H -5.855 1.993 -3.395
H -5.994 0.730 -2.170
H -3.462 -2.907 -4.031
H -4.259 -1.392 -4.473
H -5.454 -3.475 -2.579
H -5.873 -3.342 -4.296
H -6.266 -2.033 -3.176
H -3.821 1.308 4.915
H -2.248 1.838 5.523
H -3.123 -1.076 5.229
H -3.027 -0.190 6.760
H -1.562 -0.540 5.826
H -4.706 -0.199 3.007
H -4.440 -0.118 1.262
H -4.811 2.334 3.050
H -6.105 1.591 2.087
H -4.698 2.321 1.294
H 4.694 1.894 3.144
H 3.441 2.172 4.365
H 3.924 3.800 1.828
H 4.162 4.361 3.493
H 2.537 4.027 2.886
N 3.430 1.246 -2.421
C 4.131 2.299 -1.934
C 5.534 2.298 -1.974
C 6.282 3.268 -1.337
C 5.631 4.276 -0.650
C 4.246 4.329 -0.670
C 3.452 3.396 -1.337
C 2.000 3.619 -1.534
C 1.577 4.955 -1.487
C 0.270 5.324 -1.725
C -0.639 4.362 -2.126
C -0.205 3.055 -2.238
C 1.077 2.592 -1.894
H 3.860 0.648 -3.107
H 2.404 1.415 -2.455
H 6.044 1.495 -2.494
H 7.366 3.228 -1.365
H 6.192 5.033 -0.113
H 3.775 5.144 -0.137
H 2.289 5.750 -1.296
H -0.028 6.364 -1.618
H -1.664 4.635 -2.363
H -0.926 2.317 -2.615
C 0.148 -1.538 -4.808
O 0.308 -0.738 -3.705
H -0.211 -0.953 -5.672
H -0.572 -2.353 -4.647
H 1.106 -2.001 -5.099
*
```

Mulliken atomic charge list, values in e, 6 entries: 1.57 -1.16 -1.25 0.77 0.27 -1.00